<1>
{
  "formula": "C4H10BNO",
  "method": "ωB97M-V with the def2-TZVPD basis set",
  "symbols": ["B", "C", "C", "C", "C", "N", "O", "H", "H", "H", "H", "H", "H", "H", "H", "H", "H"],
  "coordinates": [[-0.2652, -0.8534, 1.1151], [1.5934, 0.8857, 0.2787], [0.5414, 1.1417, -0.7056], [-1.8227, -1.0559, 0.9028], [0.5152, 0.6656, -2.1409], [0.2739, 0.2830, 0.5525], [0.3380, -1.4546, 2.1417], [2.4328, 0.2800, -0.0425], [1.9012, 1.6999, 0.9796], [-0.0373, 2.0718, -0.5921], [-2.4264, -0.3639, 0.3845], [-2.1580, -1.3745, 1.8923], [-1.9746, -1.8992, 0.2216], [0.6560, 1.5414, -2.7899], [-0.4588, 0.4410, -2.6139], [1.1748, -0.1561, -2.3295], [-0.2835, -1.8526, 2.7458]],
  "nbo_charge": [0.974, -0.230, -0.034, -0.958, -0.641, -0.651, -0.866, 0.194, 0.197, 0.197, 0.233, 0.206, 0.225, 0.225, 0.225, 0.216, 0.487],
  "total_charge": 0,
  "lumo_ev": 0.753
}

---

<2>
{
  "formula": "C4H10BNO",
  "method": "ωB97M-V with the def2-TZVPD basis set",
  "symbols": ["B", "C", "C", "C", "C", "N", "O", "H", "H", "H", "H", "H", "H", "H", "H", "H", "H"],
  "coordinates": [[0.0746, -0.8481, -0.1721], [-1.9023, 0.8432, 0.5197], [-2.1500, 0.2297, -0.7941], [-1.3367, -0.6279, 0.2097], [2.4639, -0.6745, -0.0544], [1.3073, -1.1213, -0.5596], [1.1023, 1.6449, 1.1053], [-1.2170, 1.6647, 0.6677], [-2.7227, 0.7582, 1.2230], [-3.1829, -0.2241, -0.8455], [-1.6650, 0.4824, -1.7925], [-1.8277, -1.4656, 0.7629], [2.9046, -1.3916, 0.6547], [3.1716, -0.3667, -0.8962], [2.1867, 0.1750, 0.7078], [1.3719, -1.4757, -1.4468], [1.4212, 2.3973, 0.7104]],
  "nbo_charge": [1.277, -0.314, -0.371, -0.755, -0.492, -0.887, -1.281, 0.306, 0.219, 0.225, 0.239, 0.273, 0.192, 0.199, 0.337, 0.418, 0.416],
  "total_charge": 0,
  "lumo_ev": 0.004
}

---

The structure with the least stability is <2>.

---

<1>
{
  "formula": "CH6O4",
  "method": "ωB97M-V with the def2-TZVPD basis set",
  "symbols": ["O", "C", "O", "H", "H", "H", "H", "O", "H", "H", "O"],
  "coordinates": [[1.5245, 1.1123, 1.1939], [2.0802, 0.5527, 0.3179], [1.1661, 0.4605, -0.9116], [2.9347, 1.1168, -0.0834], [0.1506, 0.1846, -1.4318], [-1.2172, 0.1494, 3.7810], [-2.4617, -0.1379, 2.1066], [-2.0391, -0.1263, 3.0102], [-2.0619, -2.6084, -4.0927], [-0.9421, -0.9321, -2.7214], [-1.8320, -1.6116, -3.2758]],
  "nbo_charge": [-0.440, 0.611, -0.889, 0.201, 0.517, 0.589, 0.553, -1.142, 0.555, 0.515, -1.070],
  "total_charge": 0,
  "lumo_ev": -1.254
}

---

<2>
{
  "formula": "CH6O4",
  "method": "ωB97M-V with the def2-TZVPD basis set",
  "symbols": ["O", "C", "O", "H", "H", "H", "H", "O", "H", "H", "O"],
  "coordinates": [[-1.9386, 0.5269, 0.2482], [-1.1813, 0.1718, -0.5998], [-0.2986, -0.8100, -0.3863], [-1.1493, 0.5798, -1.6211], [0.5697, -0.7548, -0.8075], [2.7835, -0.7692, -2.5676], [3.0598, -1.0132, -1.0839], [2.3974, -1.1461, -1.7724], [-0.1529, 1.2531, 3.2900], [0.0366, 0.5882, 1.8887], [0.2400, 1.3599, 2.4214]],
  "nbo_charge": [-0.547, 0.647, -0.725, 0.096, 0.522, 0.483, 0.482, -0.955, 0.472, 0.479, -0.953],
  "total_charge": 0,
  "lumo_ev": 0.241
}

---

The structure with the least stability is <1>.

---

<1>
{
  "formula": "C4H8ClN2",
  "method": "ωB97M-V with the def2-TZVPD basis set",
  "symbols": ["C", "C", "C", "C", "N", "N", "Cl", "H", "H", "H", "H", "H", "H", "H", "H"],
  "coordinates": [[-2.1367, 0.1982, 0.2027], [0.1615, -0.8615, 0.2183], [1.1638, 0.0137, 0.0847], [2.5662, -0.3757, -0.1951], [-2.0305, 1.2941, -0.5075], [-1.2114, -0.6898, 0.4962], [0.9100, 1.7273, 0.2140], [-3.1296, -0.0371, 0.5768], [0.4272, -1.9083, 0.1672], [-1.1119, 1.6227, -0.7996], [3.2358, 0.0900, 0.5259], [2.8574, -0.0177, -1.1832], [2.6968, -1.4523, -0.1580], [-2.8290, 1.8970, -0.6345], [-1.5696, -1.5006, 0.9922]],
  "nbo_charge": [0.392, -0.109, 0.031, -0.657, -0.704, -0.512, 0.028, 0.232, 0.239, 0.434, 0.253, 0.252, 0.242, 0.441, 0.439],
  "total_charge": 1,
  "lumo_ev": -3.845
}

---

<2>
{
  "formula": "C4H8ClN2",
  "method": "ωB97M-V with the def2-TZVPD basis set",
  "symbols": ["C", "C", "C", "C", "N", "N", "Cl", "H", "H", "H", "H", "H", "H", "H", "H"],
  "coordinates": [[-0.7303, 0.6033, -0.2302], [0.7166, -0.4353, 1.4228], [-0.5259, 1.5930, -1.3284], [1.6301, -1.5677, 1.5603], [0.3005, -0.1224, 0.2711], [-1.9152, 0.1066, -0.0030], [0.5063, 0.5429, 2.8333], [-0.4101, 2.5321, -0.8157], [-1.4144, 1.6460, -2.0869], [0.4664, 1.1995, -1.6295], [1.1850, -2.1800, 2.4060], [1.7510, -2.0830, 0.6968], [2.6564, -1.2312, 1.9912], [-2.6974, 0.4713, -0.4569], [-2.0566, -0.5040, 0.7489]],
  "nbo_charge": [0.594, 0.363, -0.685, -0.679, -0.471, -0.657, 0.080, 0.273, 0.271, 0.277, 0.267, 0.249, 0.280, 0.422, 0.418],
  "total_charge": 1,
  "lumo_ev": -4.370
}

---

The structure with the least stability is <2>.

---

<1>
{
  "formula": "CH5ISi",
  "method": "ωB97M-V with the def2-TZVPD basis set",
  "symbols": ["C", "Si", "I", "H", "H", "H", "H", "H"],
  "coordinates": [[-0.2767, 0.5785, -0.0844], [1.3087, -0.3710, 0.0725], [-4.5495, -0.0700, -0.0104], [-0.5158, 1.4473, 0.5056], [-1.0603, 0.2764, -0.7610], [0.9787, -1.7510, 0.4456], [1.9559, -0.3728, -1.2450], [2.1590, 0.2625, 1.0770]],
  "nbo_charge": [-0.705, 0.821, -0.004, 0.190, 0.186, -0.162, -0.162, -0.163],
  "total_charge": 0,
  "lumo_ev": [-0.550, -3.367]
}

---

<2>
{
  "formula": "CH5ISi",
  "method": "ωB97M-V with the def2-TZVPD basis set",
  "symbols": ["C", "Si", "I", "H", "H", "H", "H", "H"],
  "coordinates": [[-0.9039, -0.0488, -0.2212], [0.9333, -0.0759, 0.2307], [-1.6049, 1.9951, -0.2813], [-0.9081, -0.6066, -1.2330], [-1.7386, -0.7510, 0.7176], [1.5233, -1.5869, -0.0108], [1.6101, 0.5334, -0.8050], [1.0889, 0.5409, 1.6030]],
  "nbo_charge": [-1.068, 0.898, 0.131, 0.247, 0.269, -0.154, -0.182, -0.141],
  "total_charge": 0,
  "lumo_ev": 0.139
}

---

The structure with the least stability is <1>.